(1)
The following is a quantum chemistry calculation of a gas-phase ion, C5H12N (charge +1), from the Open Molecules 2025 dataset.

The geometry in XYZ format:
```
18
Properties=species:S:1:pos:R:3:nbo_charge:R:1
N -1.641 0.243 1.588 -0.689
C 1.352 -0.896 -0.183 -0.379
C -0.906 0.287 0.271 0.143
C -1.045 1.401 -0.417 -0.347
C 1.831 0.127 -1.228 -0.616
C -0.177 -0.993 -0.015 -0.471
H 1.684 -1.880 -0.496 0.230
H 1.129 0.192 -2.077 0.199
H -0.364 -1.718 0.788 0.217
H -1.624 2.239 -0.065 0.220
H -0.613 -1.470 -0.892 0.253
H -2.380 -0.464 1.572 0.444
H 1.764 -0.642 0.796 0.203
H 2.788 -0.163 -1.633 0.242
H -2.059 1.141 1.835 0.447
H -0.567 1.509 -1.375 0.252
H 1.835 1.130 -0.811 0.209
H -1.009 -0.042 2.342 0.443
```

* SMILES: C=C([NH3+])CCC
* charge: +1
* M: 86.2 g/mol
* LUMO level: -0.1367 Eh
* HOMO-LUMO gap: 11.094 eV

(2)
The following is a quantum chemistry calculation of a gas-phase ion, C5H12N (charge +1), from the Open Molecules 2025 dataset.

The geometry in XYZ format:
```
18
Properties=species:S:1:pos:R:3:nbo_charge:R:1
N -0.057 -1.326 1.706 -0.687
C 1.379 0.052 0.291 -0.525
C 0.583 0.686 -0.816 -0.203
C -0.543 1.424 -0.685 -0.151
C 1.062 -1.374 0.605 -0.191
C -1.726 1.300 -1.619 -0.666
H 0.531 -1.056 2.496 0.441
H 1.310 0.862 1.028 0.248
H 1.848 -2.049 0.939 0.244
H 2.443 0.093 0.029 0.258
H -0.534 -2.204 1.908 0.446
H -1.577 1.526 -2.680 0.249
H -2.074 0.282 -1.506 0.219
H 0.553 -1.952 -0.179 0.234
H -0.661 2.077 0.171 0.199
H -0.700 -0.564 1.482 0.449
H 0.680 0.210 -1.793 0.199
H -2.518 2.011 -1.377 0.236
```

* SMILES: C/C=C/CC[NH3+]
* charge: +1
* M: 86.2 g/mol
* LUMO level: -0.1345 Eh
* HOMO-LUMO gap: 9.394 eV

Least stable: (2)

(1)
The following is a quantum chemistry calculation of a gas-phase ion, C5H12N (charge +1), from the Open Molecules 2025 dataset.

The geometry in XYZ format:
```
18
Properties=species:S:1:pos:R:3:nbo_charge:R:1
N -1.715 -0.745 0.308 -0.692
C 0.438 0.297 1.107 -0.445
C 0.881 -1.043 -1.461 -0.477
C -1.053 0.499 0.877 -0.245
C 0.913 0.286 -1.353 -0.157
C 1.286 0.939 -0.010 -0.448
H -2.748 -0.785 0.362 0.449
H -1.557 1.030 1.704 0.260
H 0.671 -0.793 1.351 0.220
H 1.033 -1.754 -0.656 0.200
H -1.500 -1.445 1.019 0.440
H 0.599 0.964 -2.178 0.226
H -1.200 1.180 0.032 0.220
H 2.342 0.737 0.156 0.250
H 0.866 0.885 1.959 0.263
H -1.342 -0.854 -0.633 0.474
H 1.071 2.009 -0.105 0.225
H 1.016 -1.408 -2.480 0.238
```

* SMILES: C=CCCC[NH3+]
* charge: +1
* M: 86.2 g/mol
* LUMO level: -0.1290 Eh
* HOMO-LUMO gap: 10.182 eV

(2)
The following is a quantum chemistry calculation of a gas-phase ion, C5H12N (charge +1), from the Open Molecules 2025 dataset.

The geometry in XYZ format:
```
18
Properties=species:S:1:pos:R:3:nbo_charge:R:1
N -1.218 1.360 0.588 -0.685
C 1.320 -0.323 -0.339 -0.184
C -1.229 0.007 1.308 -0.200
C 2.215 0.371 -1.309 -0.656
C -1.000 -1.114 0.299 -0.475
C 0.113 -0.761 -0.679 -0.235
H -0.059 -0.945 -1.733 0.227
H -0.492 0.048 2.103 0.232
H 2.377 1.408 -0.984 0.225
H -0.307 1.447 0.134 0.461
H 3.208 -0.087 -1.360 0.243
H -1.893 -1.333 -0.277 0.237
H -2.220 -0.015 1.756 0.229
H -2.028 1.394 -0.030 0.440
H -0.660 -1.951 0.911 0.260
H 1.837 0.465 -2.329 0.228
H -1.381 2.081 1.284 0.440
H 1.727 -0.559 0.642 0.212
```

* SMILES: C/C=C/CC[NH3+]
* charge: +1
* M: 86.2 g/mol
* LUMO level: -0.1306 Eh
* HOMO-LUMO gap: 9.812 eV

(3)
The following is a quantum chemistry calculation of 2 unconnected molecules or ions with the total composition C5H12N, from the Open Molecules 2025 dataset.

The geometry in XYZ format:
```
18
Properties=species:S:1:pos:R:3:nbo_charge:R:1
N 3.406 0.690 -0.540 -1.025
C 0.716 0.441 0.881 0.220
C -2.400 0.661 0.071 -0.613
C -0.628 -1.130 -0.518 -0.444
C 0.614 -0.368 -0.176 -0.146
C -1.823 -0.726 0.407 -0.360
H -2.583 -1.497 0.500 0.250
H 2.748 0.776 0.227 0.312
H -2.830 0.717 -0.927 0.228
H -1.568 1.364 0.139 0.197
H -3.128 0.973 0.820 0.245
H -0.881 -0.943 -1.573 0.270
H 1.462 -0.428 -0.877 0.359
H 0.913 0.002 1.867 0.266
H -1.240 -0.575 1.348 0.169
H -0.363 -2.185 -0.378 0.292
H 4.329 0.744 -0.124 0.395
H 3.255 1.485 -1.148 0.384
```

* charge: +1
* M: 86.2 g/mol
* LUMO level: -0.2709 Eh
* HOMO-LUMO gap: 7.361 eV

Least stable: (3)